1.
A molecular structure, C27H36GaNP3 at a distorted geometry. Source: the Open Molecules 2025 dataset; level of theory: ωB97M-V/def2-TZVPD.

The geometry in ORCA input format:
```
! RIJCOSX wB97M-V def2-TZVPD def2/J DEFGRID3
* xyz 1 1
C -1.86550 2.66245 -3.83524
C -1.53745 1.35491 -3.48816
C -0.17046 0.89877 -3.69705
C 0.81592 1.87613 -3.44062
C 0.49149 3.23907 -3.69652
C -0.80602 3.59457 -4.04459
C 2.00414 1.38266 -2.81009
C 2.38217 0.03370 -3.11847
C 1.31015 -0.83697 -3.46364
C 1.55548 -2.23566 -3.16172
C 2.84883 -2.75086 -3.29170
C 3.91838 -1.82289 -3.33956
C 3.71468 -0.45345 -3.16749
H -2.91822 2.95627 -3.97899
H 1.26686 3.98736 -3.46001
H -1.08571 4.64502 -4.20185
H 2.79261 2.10564 -2.63334
H 3.05718 -3.83399 -3.31210
H 4.93637 -2.21127 -3.32120
H 4.51776 0.24586 -2.87807
N 0.14546 -0.38591 -3.97219
Ga 0.82570 0.91688 0.37296
C -2.35630 0.43695 -2.58919
H -2.21873 -0.59546 -2.95282
H -3.42413 0.70617 -2.63061
C 0.38620 -2.96616 -2.57004
H -0.52398 -2.73997 -3.14193
H 0.50212 -4.05391 -2.49935
P -1.73556 0.49426 -0.83362
P 0.10401 -2.18992 -0.90184
C 1.49280 -3.06042 -0.07608
H 1.47133 -2.94112 1.01403
H 1.41839 -4.13110 -0.31511
H 2.43637 -2.65522 -0.45800
C -1.21874 -3.31704 -0.34327
H -0.78873 -4.32853 -0.25571
H -1.59010 -2.99945 0.64137
H -2.05010 -3.30757 -1.06334
C -2.27246 2.20447 -0.48117
H -3.34670 2.26381 -0.71657
H -2.11438 2.47060 0.57112
H -1.72665 2.91827 -1.10707
C -3.15295 -0.34610 -0.03349
H -3.02035 -0.35182 1.05548
H -4.05666 0.23542 -0.27603
H -3.27093 -1.37776 -0.38444
H 1.35198 1.13786 -1.05304
H 2.03627 -0.17773 0.44843
C 2.03838 1.46349 3.24433
P 0.52938 0.44417 2.93592
C 1.08382 -1.27841 3.29602
C -0.48650 0.81858 4.41724
C 0.12324 0.74636 5.68032
C -0.60226 1.05371 6.82833
C -1.94819 1.41589 6.72816
C -2.57124 1.44546 5.48255
C -1.84828 1.13953 4.33539
H 2.39629 1.91887 2.30722
H 2.83988 0.83195 3.64342
H 1.77854 2.26523 3.94241
H 1.09787 -1.48086 4.37727
H 0.37118 -1.98231 2.84076
H 2.06816 -1.46354 2.84642
H 1.15496 0.41264 5.80624
H -0.11225 0.98934 7.80152
H -2.51919 1.66110 7.62247
H -3.61514 1.73412 5.39447
H -2.31049 1.16788 3.36144
*
```

Summary:
HOMO energy (spin up / spin down) (hartree): -0.3623 / -0.3623
LUMO energy (spin up / spin down) (eV): -4.3 / -4.3
Relative energy (zero: lowest compared OMol25 entry of this formula, charge and spin) (eV): 3.533
Orbital gap (spin up / spin down) (Eh): 0.2031 / 0.2031

Atom charges from the Löwdin analysis, given in e for atoms 1 to 6: -0.043 -0.209 -0.210 -0.179 -0.027 -0.065



2.
A molecular structure, C8H16N3 at a distorted geometry. Source: the Open Molecules 2025 dataset; level of theory: ωB97M-V/def2-TZVPD.

The geometry in ORCA input format:
```
! RIJCOSX wB97M-V def2-TZVPD def2/J DEFGRID3
* xyz 1 1
C 1.94181 -1.35872 0.24262
C 1.13275 -1.63232 -0.92068
C 1.86225 -0.19104 0.92424
C 0.05048 -0.87942 -1.23639
C 1.24428 1.10157 0.49451
C -0.33776 0.47921 -0.53319
C -0.98887 -1.06403 1.33770
C -2.65271 -0.16834 -0.18814
N -0.89002 1.31156 -1.54230
N -1.35797 0.19899 0.49826
N 2.11315 2.02918 -0.06045
H 2.51982 -2.15238 0.73391
H 1.52159 -2.45627 -1.48256
H 2.51628 -0.21384 1.77640
H -0.40723 -0.94180 -2.18007
H 0.72542 1.47072 1.37999
H 0.07017 -0.99057 1.44558
H -1.53864 -1.01343 2.19348
H -1.21934 -1.91519 0.73053
H -2.30191 -1.01218 -0.76593
H -3.43744 -0.47433 0.53593
H -3.03827 0.58640 -0.75899
H -1.00732 2.26865 -1.16133
H -0.26850 1.30879 -2.39671
H 2.05462 3.03049 0.22922
H -1.33132 0.93435 1.11086
H 3.02468 1.74392 -0.40650
*
```

Summary:
HOMO energy (hartree): -0.4419
LUMO energy (eV): -3.3
Relative energy (zero: lowest compared OMol25 entry of this formula, charge and spin) (eV): 3.170
Orbital gap (Eh): 0.3200

Atom charges from the Löwdin analysis, given in e for atoms 1 to 6: -0.091 -0.054 -0.101 -0.024 -0.245 -0.359



3.
A molecular structure, C31H41BEuFN9O11P2 at a distorted geometry. Source: the Open Molecules 2025 dataset; level of theory: ωB97M-V/def2-TZVPD.

The geometry in ORCA input format:
```
! RIJCOSX wB97M-V def2-TZVPD def2/J DEFGRID3
* xyz -1 7
Eu -0.18040 1.76460 -0.11972
C -0.07621 3.99865 -3.88181
C 0.83011 2.82080 -3.99535
C 1.86979 2.51795 -4.90206
C 2.22625 1.20511 -4.57629
C 3.34492 0.39724 -5.14793
N 1.43312 0.75182 -3.59996
N 0.65481 1.84556 -3.13544
B 1.47984 -0.53673 -2.75556
N 0.21151 -1.04774 -2.15786
N -0.84483 -0.16507 -1.80485
C -1.96473 -0.86519 -1.83256
C -3.28607 -0.18835 -1.69791
C -1.66372 -2.25508 -2.08796
C -0.28787 -2.31158 -2.19240
C 0.62022 -3.52613 -2.28371
N 2.48532 -0.33224 -1.58596
N 2.35969 0.83304 -0.82317
C 3.42835 0.84684 -0.01940
C 3.56567 2.04170 0.85594
C 4.21930 -0.31380 -0.23041
C 3.57268 -1.01586 -1.25558
C 3.95729 -2.33285 -1.90156
H -0.46767 4.27352 -4.86938
H 0.45881 4.86051 -3.43688
H -0.93207 3.77828 -3.21890
H 2.32673 3.16850 -5.64665
H 3.82119 0.96304 -5.96298
H 3.05782 -0.62414 -5.54124
H 4.12501 0.24700 -4.34842
H 1.87524 -1.36019 -3.58732
H -3.13597 0.91823 -1.72055
H -3.73311 -0.43046 -0.70214
H -3.96340 -0.55631 -2.51389
H -2.35387 -3.07354 -2.05839
H -0.07961 -4.38440 -2.32595
H 1.23697 -3.58535 -1.38934
H 1.23462 -3.50763 -3.20851
H 4.14532 2.86219 0.37223
H 4.06798 1.75061 1.76851
H 2.59604 2.51824 1.07517
H 5.08198 -0.62806 0.32942
H 5.05315 -2.42336 -1.77933
H 3.71588 -2.34353 -2.96816
H 3.46943 -3.15856 -1.35858
N -1.17543 6.08981 2.29889
C 0.18293 5.34697 1.98790
C 1.50536 5.91902 2.56240
P -0.30524 3.79187 2.83343
O -1.64950 3.61189 2.13398
O 0.20028 2.47893 3.43101
O -0.17191 4.62115 4.06424
P 0.29058 5.45848 0.06627
O -1.29722 6.02554 -0.12638
O 1.35275 6.45978 -0.09437
O 0.34580 4.06497 -0.53578
H -1.77986 5.39543 2.74557
H -1.67035 6.33982 1.40810
H -1.09023 6.91554 2.94826
H 1.37507 6.10481 3.64239
H 1.88751 6.77390 1.97274
H 2.29530 5.16417 2.47616
H -1.95318 2.55834 1.92862
H -1.86722 5.30746 -0.46581
C -3.99802 -5.06932 2.13291
C -3.13053 -4.48114 3.28429
C -2.35727 -5.62143 3.93549
C -1.25476 -6.15865 3.02742
C -0.40652 -5.03984 2.51396
C 0.84059 -5.34727 1.93404
C 1.59956 -4.27779 1.41356
F 2.75522 -4.46798 0.72247
C 1.17289 -2.97065 1.46057
C -0.11304 -2.65232 1.96945
C -0.57027 -1.30345 1.75071
O 0.19718 -0.47904 1.17437
C -1.98398 -1.10851 2.23987
C -2.72509 -2.15089 2.67236
N -2.23009 -3.43530 2.80393
C -0.90612 -3.70884 2.46249
C -2.67565 0.26168 2.20748
O -3.79247 0.53286 2.65707
O -1.92054 1.08091 1.55004
H -4.64396 -5.85828 2.53845
H -3.33054 -5.46947 1.33400
H -4.60237 -4.27095 1.63733
H -3.81803 -4.02123 3.98650
H -3.04400 -6.45426 4.19111
H -1.93399 -5.22187 4.90326
H -1.64664 -6.77885 2.19698
H -0.59566 -6.85766 3.57522
H 1.29454 -6.33517 1.80603
H 1.79995 -2.14525 1.11702
H -3.77021 -1.99181 2.92576
O -4.49941 3.54714 -1.03798
N -3.42894 2.96077 -1.25728
O -2.31284 3.46872 -0.88369
*
```

Summary:
HOMO energy (spin up / spin down) (hartree): -0.1835 / -0.1838
LUMO energy (spin up / spin down) (eV): -0.1 / 1.2
Expectation value of S²: 12.010
Orbital gap (spin up / spin down) (Eh): 0.1789 / 0.2294

Atom charges from the Löwdin analysis, given in e for atoms 1 to 6: 2.152 -0.043 -0.373 0.011 -0.316 -0.043



4.
A molecular structure, C3HFO2Yb at a distorted geometry. Source: the Open Molecules 2025 dataset; level of theory: ωB97M-V/def2-TZVPD.

The geometry in ORCA input format:
```
! RIJCOSX wB97M-V def2-TZVPD def2/J DEFGRID3
* xyz 1 2
F -0.34754 1.72588 1.07002
O 0.21464 -1.17803 0.56999
O 1.99579 -1.11305 -0.82028
C -0.89705 -0.48578 0.30032
C -1.77925 -0.35132 -0.56339
C 1.49500 -0.66836 0.19248
H -2.58174 0.33679 -0.79480
Yb 1.90015 1.73386 0.04565
*
```

Summary:
HOMO energy (spin up / spin down) (hartree): -0.5174 / -0.4992
LUMO energy (spin up / spin down) (eV): -5.7 / -7.7
Expectation value of S²: 0.777
Relative energy (zero: lowest compared OMol25 entry of this formula, charge and spin) (eV): 0.756
Orbital gap (spin up / spin down) (Eh): 0.3064 / 0.2176

Atom charges from the Löwdin analysis, given in e for atoms 1 to 6: -0.566 0.023 0.061 -0.127 0.261 -0.371



5.
C8H14OS in the gas phase at a distorted geometry. Source: the Open Molecules 2025 dataset; level of theory: ωB97M-V/def2-TZVPD.

The geometry in ORCA input format:
```
! RIJCOSX wB97M-V def2-TZVPD def2/J DEFGRID3
* xyz 0 1
C 0.87886 -0.55136 -0.45791
C 1.71266 -0.20973 0.54617
C -0.35996 -1.41090 -0.30574
C -2.05760 0.76359 0.13108
C 0.78682 0.27901 -1.72819
C 2.78882 0.82457 0.27794
C -0.46745 -2.13832 1.11313
C -2.97726 1.66567 -0.23630
O -1.32332 0.74648 1.29388
S -1.90777 -0.61796 -0.85022
H -0.16019 -2.24491 -1.11641
H 1.62310 0.20362 -2.42692
H 0.92416 1.35670 -1.34864
H -0.18289 0.19460 -2.28336
H 3.23153 0.62383 -0.60438
H 3.48642 0.85328 1.04446
H 2.30106 1.82948 0.16317
H -1.42606 -2.66452 1.14439
H -0.45741 -1.51476 2.01587
H 0.35818 -2.82992 1.04218
H -3.15930 2.52706 0.35643
H 1.63410 -0.71935 1.47004
H -3.52030 1.59247 -1.15523
H -1.72620 1.44136 1.91456
*
```

Summary:
SMILES: C=C(O)S[C@H](C)/C(C)=C/C
HOMO energy (hartree): -0.2937
LUMO energy (eV): 0.6
Relative energy (zero: lowest compared OMol25 entry of this formula, charge and spin) (eV): 2.083
Orbital gap (Eh): 0.3168

Atom charges from the Löwdin analysis, given in e for atoms 1 to 6: -0.341 -0.094 -0.555 -0.744 -0.094 -0.077



6.
2 unconnected molecules or ions with the total composition CH6N2O at a distorted geometry. Source: the Open Molecules 2025 dataset; level of theory: ωB97M-V/def2-TZVPD.

The geometry in ORCA input format:
```
! RIJCOSX wB97M-V def2-TZVPD def2/J DEFGRID3
* xyz -1 2
N 0.76840 0.17276 0.67620
C 1.50906 -0.16914 -0.43945
N 2.08060 -1.27999 -0.78009
H 0.82971 -0.60690 1.30508
H -0.16074 0.50300 0.56200
H 1.49777 0.62951 -1.20467
H 1.95234 -2.07564 -0.12842
H -2.98914 1.65427 0.20619
H -2.77433 0.40435 -0.52501
O -2.71368 0.76778 0.32818
*
```

Summary:
HOMO energy (spin up / spin down) (hartree): 0.0402 / -0.2287
LUMO energy (spin up / spin down) (eV): 4.4 / 4.2
Expectation value of S²: 0.750
Relative energy (zero: lowest compared OMol25 entry of this formula, charge and spin) (eV): 0.400
Orbital gap (spin up / spin down) (Eh): 0.1224 / 0.3839

Atom charges from the Löwdin analysis, given in e for atoms 1 to 6: 0.031 -0.500 0.010 0.053 -0.005 0.078



Question: Number 6 is which compound?
Answer: CH6N2O